This record from the Open Molecules 2025 dataset describes 2 unconnected molecules or ions with the total composition C3H9NO. The level of theory is ωB97M-V/def2-TZVPD.

For the HOMO energy, the calculation gives -8.25 eV. Its largest force on an atom is 0.73 eV/A. As for the LUMO energy: 0.64 eV.

Last column: Mulliken charge in e.
Atoms and positions in Å:
H -1.55669 0.55500 1.19716  0.368
C -1.00489 0.25550 0.30565  -0.131
H -2.29260 -1.38355 -0.28084  0.305
C -1.82559 -0.50283 -0.72606  -1.151
H -0.09436 -0.52873 0.69788  0.326
H -2.61557 0.12041 -1.15366  0.305
N 2.55225 -0.72078 0.76019  -0.433
H 0.23126 1.27736 -1.17523  0.223
O 1.28904 -0.27841 0.39749  -0.437
H 3.15018 0.00584 1.14738  0.211
H 3.05546 -1.08482 -0.04637  0.215
C -0.02347 1.18378 -0.12663  -0.385
H 0.32492 1.95800 0.54419  0.239
H -1.18994 -0.85677 -1.54115  0.346

This record from the Open Molecules 2025 dataset describes 2 unconnected molecules or ions with the total composition C3H9NO. The level of theory is ωB97M-V/def2-TZVPD.

For the HOMO energy, the calculation gives -8.03 eV. Its largest force on an atom is 0.71 eV/A. The structure (SMILES) is C=C(C)N.O. As for the LUMO energy: 0.82 eV.

Last column: Mulliken charge in e.
Atoms and positions in Å:
H -0.14328 -0.02132 0.56159  0.241
C 0.91398 0.88299 -2.62207  -1.201
O -0.60112 -3.11438 4.61548  -0.638
H 0.45303 1.52334 -3.36480  0.361
H -1.40154 -2.84756 4.15344  0.319
H 0.05247 -3.25601 3.92542  0.319
C 0.27327 -0.11899 -0.43300  -1.051
H 0.91873 -0.10638 -3.06873  0.330
H -0.87437 2.18574 -0.13634  0.185
N -0.58237 2.03172 -1.08603  -0.459
C 0.14226 0.87853 -1.32328  0.882
H -0.44931 2.84992 -1.64910  0.201
H 0.85370 -0.98383 -0.73088  0.255
H 1.94955 1.15353 -2.43700  0.256

This record from the Open Molecules 2025 dataset describes a single C3H9NO molecule in a non-equilibrium geometry. The level of theory is ωB97M-V/def2-TZVPD.

For the HOMO energy, the calculation gives -8.73 eV. Its largest force on an atom is 9.85 eV/A. The structure (SMILES) is C[C@H](N)CO. As for the LUMO energy: 0.87 eV.

Last column: Mulliken charge in e.
Atoms and positions in Å:
N 1.23320 -0.32888 0.87767  -0.542
C -0.18458 1.03911 -0.64328  -0.660
H -0.70855 1.31689 0.13810  0.383
H -1.32838 -0.95136 1.38163  0.256
C 0.26151 -0.35617 -0.17687  0.553
H -0.78050 -2.24358 0.62692  0.346
C -0.91494 -1.17356 0.20134  -1.589
H 0.42496 2.54864 -1.20506  0.356
H -0.81965 0.79907 -1.51640  0.296
O 0.92056 1.80024 -0.74573  -0.485
H 0.67981 -1.01089 -0.88999  0.200
H -1.62874 -1.26470 -0.43597  0.502
H 1.92685 0.17730 0.57415  0.217
H 0.91844 -0.35212 1.81351  0.166

This record from the Open Molecules 2025 dataset describes 3 unconnected molecules or ions with the total composition C3H9NO in a non-equilibrium geometry. The level of theory is ωB97M-V/def2-TZVPD.

For the HOMO energy (spin up / spin down), the calculation gives -15.16 / -15.82 eV. As for the total charge: +1. The spin multiplicity is 2. Its largest force on an atom is 4.34 eV/A. As for the LUMO energy (spin up / spin down): -8.88 / -7.67 eV. The expectation value of S² is 1.67.

Last column: Mulliken charge in e.
Atoms and positions in Å:
C 0.26492 0.74330 -0.63773  -0.572
N -1.13180 0.65829 -0.34067  -0.040
H -2.35515 -0.39933 1.05509  0.348
O 1.30574 -1.07516 1.03822  -0.646
H -1.45581 -0.03525 -1.05578  0.446
H 1.86379 0.13715 -1.92788  0.364
H -0.51330 -0.50953 1.41173  0.495
H 0.77952 1.32947 0.11443  0.374
C 0.78878 0.16494 -1.69393  0.123
H 2.23229 -1.49756 0.91651  0.331
H -1.41798 1.03894 1.70776  0.315
H -0.54797 -1.57114 -0.28428  0.174
H 0.76881 -0.98550 0.11093  0.138
C -1.36661 0.17276 1.00339  -0.849

This record from the Open Molecules 2025 dataset describes 2 unconnected molecules or ions with the total composition C3H9NO2 in a non-equilibrium geometry. The level of theory is ωB97M-V/def2-TZVPD.

For the HOMO energy, the calculation gives -9.60 eV. Its largest force on an atom is 1.48 eV/A. The structure (SMILES) is CC(N)=O.CO. As for the LUMO energy: 0.64 eV.

Last column: Mulliken charge in e.
Atoms and positions in Å:
H 2.42955 -1.58872 -1.07910  0.384
C -1.77665 0.84558 1.87913  -0.417
O -0.75287 1.78914 2.11149  -0.518
H 0.94402 -2.42319 -1.20443  0.290
H 1.33717 -0.02819 -2.81589  0.187
H -1.44562 -0.17095 2.02994  0.200
C 0.55341 -0.38835 -0.94673  0.611
H 1.55587 -1.77388 0.37835  0.277
N 0.70929 0.30506 -2.10487  -0.373
H -2.20945 0.96714 0.88675  0.193
C 1.40946 -1.58461 -0.67911  -1.045
H -0.10223 1.81459 1.40995  0.290
O -0.35915 -0.11851 -0.17849  -0.576
H 0.30387 1.21576 -2.22429  0.227
H -2.59667 1.13911 2.53731  0.270

This record from the Open Molecules 2025 dataset describes 2 unconnected molecules or ions with the total composition C3H9NO2 in a non-equilibrium geometry. The level of theory is ωB97M-V/def2-TZVPD.

For the HOMO energy, the calculation gives -9.52 eV. Its largest force on an atom is 2.29 eV/A. The structure (SMILES) is CNCC=O.O. As for the LUMO energy: 0.71 eV.

Last column: Mulliken charge in e.
Atoms and positions in Å:
H 0.28776 -0.24645 2.57064  0.318
H -0.35645 2.16673 -1.39848  0.359
C -0.98756 -0.26395 -0.45428  -0.537
H -1.18894 -1.94424 -1.76189  0.315
H 0.39811 2.76706 0.14530  0.313
H 0.88668 0.53749 -0.25722  0.258
C -0.32405 2.08398 -0.30174  -1.064
H 1.35260 0.69491 3.00632  0.312
N -0.05086 0.70135 0.09750  -0.217
C -0.36424 -1.33020 -1.35183  0.103
H -1.65787 -0.60725 0.36603  0.329
O 0.71764 -1.48552 -1.84780  -0.458
H -1.28635 2.38742 0.10499  0.346
H -1.76450 0.24790 -1.06553  0.279
O 1.02910 -0.18296 3.18858  -0.656

This record from the Open Molecules 2025 dataset describes a molecular structure, C3H9NO2 in a non-equilibrium geometry. The level of theory is ωB97M-V/def2-TZVPD.

For the HOMO energy, the calculation gives -8.47 eV. Its largest force on an atom is 2.62 eV/A. As for the LUMO energy: 0.48 eV.

Last column: Mulliken charge in e.
Atoms and positions in Å:
C 1.05945 0.75262 0.75168  -0.811
H 1.35687 1.66739 0.25465  0.336
C 1.63233 -0.42814 0.40403  -0.203
H -2.23312 -0.70059 0.46159  0.219
H -0.64938 -1.33702 -0.74606  0.451
H 1.62882 -1.25686 1.09473  0.200
O 0.40544 -1.80289 -1.06634  -0.794
N -1.62841 -0.50025 -0.32693  -0.460
H -1.38082 2.55578 0.08860  0.370
H 2.35192 -0.47904 -0.39572  0.204
H 0.57966 0.87485 1.71245  0.288
C -1.20330 0.71108 -0.40133  -0.007
O -1.80082 1.70912 0.27947  -0.481
H 0.49234 -2.73402 -0.83924  0.251
H -0.61098 0.96797 -1.27159  0.439

This record from the Open Molecules 2025 dataset describes 2 unconnected molecules or ions with the total composition C3H9NO2 in a non-equilibrium geometry. The level of theory is ωB97M-V/def2-TZVPD.

For the HOMO energy, the calculation gives -10.09 eV. Its largest force on an atom is 5.12 eV/A. The structure (SMILES) is CC(N)=O.CO. As for the LUMO energy: 0.64 eV.

Last column: Mulliken charge in e.
Atoms and positions in Å:
O 1.04713 -2.46289 -0.34166  -0.568
H -0.77319 -2.41616 1.43379  0.334
H -1.62622 -1.26591 0.71454  0.379
C 0.48477 2.03615 0.53828  -0.055
H 0.55167 0.94284 0.49160  -0.256
H -0.20854 -0.76138 1.73794  0.246
O -0.05774 2.49910 -0.63849  -0.474
H 0.39850 -1.24831 -2.32989  0.227
C -0.62488 -1.45665 0.93717  -0.989
H -0.40490 1.69545 -1.10484  0.195
N 0.05143 -0.77886 -1.40948  -0.242
C 0.20881 -1.60537 -0.31894  0.591
H 1.53951 2.32404 0.55665  0.245
H -0.27094 2.40475 1.29030  0.215
H -0.31541 0.09318 -1.55698  0.152

This record from the Open Molecules 2025 dataset describes a single C3H9NO2 molecule in a non-equilibrium geometry. The level of theory is ωB97M-V/def2-TZVPD.

For the HOMO energy, the calculation gives -8.74 eV. Its largest force on an atom is 4.29 eV/A. The structure (SMILES) is C[C@H](O)[N@H+](C)[O-]. As for the LUMO energy: 0.83 eV.

Last column: Mulliken charge in e.
Atoms and positions in Å:
O 0.14519 1.20378 -1.61112  -0.542
C -0.42906 0.39473 -0.65966  0.377
H -1.12330 0.95752 -0.01404  0.154
H -1.49827 -1.47281 -0.47667  0.352
C -1.10822 -0.82217 -1.25959  -1.310
H -0.40817 -1.37333 -1.88624  0.368
H 1.10075 -0.93622 -0.07855  0.314
C 0.53711 0.03797 1.85930  -0.722
H 1.45569 0.09126 2.43567  0.285
H -0.10151 0.89675 2.04632  0.284
H 0.00476 -0.88312 2.10326  0.310
H -1.93649 -0.49836 -1.88884  0.339
N 0.70178 -0.05151 0.26400  0.163
H 0.98977 1.51346 -1.13831  0.444
O 1.66997 0.94205 0.30446  -0.816

This record from the Open Molecules 2025 dataset describes 2 unconnected molecules or ions with the total composition C3H9NO2 in a non-equilibrium geometry. The level of theory is ωB97M-V/def2-TZVPD.

For the HOMO energy, the calculation gives -9.33 eV. Its largest force on an atom is 1.97 eV/A. The structure (SMILES) is CC(=O)O.CN. As for the LUMO energy: 0.64 eV.

Last column: Mulliken charge in e.
Atoms and positions in Å:
H 0.86034 -3.29100 1.26565  0.238
H 0.62303 -1.96118 2.47285  0.306
C 0.58937 -2.24790 1.42628  -0.677
C -0.94985 1.21541 -1.42401  0.707
H 1.65281 -0.53831 1.21901  0.262
H 0.18283 0.77491 -2.91553  0.332
H 1.18892 -1.10849 -0.23940  0.224
H -0.94158 3.02757 -0.36598  0.295
O -1.92888 0.82150 -1.99353  -0.542
H -1.73826 1.82465 0.47135  0.322
H 0.02624 1.74842 0.44744  0.246
H -0.46881 -2.13901 1.18609  0.228
N 1.50615 -1.38087 0.67808  -0.569
O 0.24520 1.27731 -2.08200  -0.459
C -0.84751 1.97701 -0.14631  -0.914